[1]
A molecular structure, C4H12N2O in a non-equilibrium geometry, computed with ωB97M-V/def2-TZVPD.

Results
Maximum force: 3.6 eV/A
Total energy: -9365.7261 eV
Multiplicity: 1
ΔE to the lowest compared entry with this formula, charge and spin: 5.468 eV
Orbital gap: 7.28 eV
LUMO level: 0.8 eV

Each line ends with the Löwdin charge.
Cartesian coordinates (Å):
C (-0.43985, 0.30834, -0.30140)  -0.4757
C (0.74213, 0.73259, 0.33894)  -0.0848
C (0.45967, -1.42144, 0.95643)  -0.1558
C (-1.80287, 0.74979, 0.12747)  -0.0105
N (0.69112, 2.41777, -0.63006)  -0.0608
N (0.91271, -2.19219, -0.19958)  -0.0581
O (-0.39938, -0.33842, -1.45731)  0.0272
H (0.26028, -1.10788, -1.34003)  0.0890
H (1.92392, -2.26233, -0.22643)  0.0885
H (0.52514, -3.13001, -0.25598)  0.0884
H (-0.10546, 3.01035, -0.39817)  -0.0260
H (0.64540, 2.24921, -1.63430)  -0.0181
H (0.68194, 1.17029, 1.32109)  0.1019
H (1.70333, 0.44196, -0.05217)  0.0983
H (1.17650, -1.41677, 1.77771)  0.0654
H (-0.51375, -1.75250, 1.31179)  0.0603
H (-2.30064, 1.25550, -0.69968)  0.0942
H (-1.76295, 1.41834, 0.98421)  0.0881
H (-2.39725, -0.13259, 0.37748)  0.0884

***

[2]
2 unconnected molecules or ions with the total composition C4H12N2O in a non-equilibrium geometry, computed with ωB97M-V/def2-TZVPD.

Results
Maximum force: 1.5 eV/A
Total energy: -9366.2625 eV
Multiplicity: 1
ΔE to the lowest compared entry with this formula, charge and spin: 4.931 eV
Orbital gap: 7.62 eV
LUMO level: 0.6 eV

Each line ends with the Löwdin charge.
Cartesian coordinates (Å):
C (1.26807, 0.87496, -0.84333)  -0.2204
O (1.13277, 2.11213, -0.15066)  -0.1627
H (1.16904, 1.89768, 0.79606)  0.0466
H (2.30354, 0.50953, -0.81719)  0.0608
H (1.04477, 1.09102, -1.89769)  0.0629
H (-0.23758, -0.09158, -1.14854)  0.1219
C (-2.07116, 0.44606, -0.27047)  -0.0637
C (1.06491, -1.67414, 0.51733)  -0.0654
N (-0.98775, -0.53189, -0.46413)  -0.0217
C (0.26735, -0.40888, 0.61064)  -0.5190
N (0.14137, 0.20669, 1.72215)  0.0732
H (-1.34318, -1.47850, -0.61629)  0.1443
H (-0.55710, 0.94425, 1.72234)  0.0333
H (-2.76330, 0.40916, -1.11125)  0.0879
H (-2.61562, 0.23618, 0.64961)  0.0899
H (-1.61095, 1.43260, -0.22075)  0.0897
H (1.15850, -2.00366, -0.51728)  0.0761
H (2.05644, -1.51034, 0.93307)  0.0855
H (0.57989, -2.46127, 1.10639)  0.0809